(1)
Entry from the Open Molecules 2025 dataset: a single C24H20FNO4S2 molecule in a non-equilibrium geometry (the ωB97M-V functional and the def2-TZVPD basis).

Results
ΔE to the lowest compared entry with this formula, charge and spin (kcal per mole): 0.00
Gap between HOMO and LUMO (eV): 7.518

The geometry in XYZ format:
```
52
Properties=species:S:1:pos:R:3:forces:R:3
S 1.3217 2.1735 -1.4222 0.53 -0.52 -0.82
S -1.6318 2.1008 -1.5694 -0.47 -0.90 -0.32
F -0.2867 2.8472 0.4650 0.27 -1.45 -0.45
O -2.0139 0.7920 -2.0638 0.15 1.29 0.02
O -2.5825 2.9917 -0.9397 0.83 -0.87 -0.41
O 2.1737 3.0574 -0.6547 -0.46 -0.70 -0.57
O 1.7832 0.9093 -1.9566 -0.10 1.12 -0.04
N 3.3463 -0.8433 1.0583 -0.18 0.52 -0.63
C 1.3020 -1.8226 1.2686 1.06 0.50 -0.44
C -2.9141 -2.4356 0.3333 0.58 0.59 -0.17
C 2.4808 -4.1460 2.4985 0.40 0.49 -0.66
C -3.7077 -1.9963 1.4057 0.62 -0.01 -0.04
C 0.6956 4.6764 -4.5971 -0.12 -0.29 0.19
C 4.7132 -0.4185 1.3879 -0.37 -0.10 -0.14
C -0.1666 1.7470 -0.4294 -0.25 0.71 0.11
C 3.3343 -3.1452 2.0065 -0.53 -0.47 0.14
C 2.4059 0.0402 0.5436 -0.59 -1.36 0.93
C -1.4438 3.8504 -3.7996 -0.07 0.10 0.06
C 0.5988 3.1045 -2.7773 -0.12 0.00 0.35
C -4.8745 -2.8079 1.8849 -0.15 -0.06 0.07
C 2.7209 -2.0299 1.4239 0.01 1.43 0.29
C 0.5175 -2.8035 1.8634 -0.32 -0.58 0.35
C -1.4267 -0.4629 0.5747 -0.59 -0.84 0.07
C -1.7685 -1.6877 -0.0469 -0.19 -0.13 -0.17
C 1.3534 3.8803 -3.6590 -0.01 0.19 0.11
C -0.7812 3.0664 -2.8534 0.03 0.09 0.26
C -2.2538 -0.0615 1.6356 -0.21 0.20 -0.41
C -0.7034 4.6624 -4.6618 0.06 -0.21 0.22
C -0.1147 0.3315 0.3738 -1.43 1.57 1.83
C -3.3467 -0.8185 2.0693 -0.17 0.21 -0.67
C 1.0921 -3.9471 2.4384 -0.04 0.23 -0.07
C 1.1139 -0.4958 0.6017 2.88 -0.33 -0.02
H -5.6109 -2.9667 1.0954 0.02 0.03 -0.03
H -1.1175 -2.0974 -0.8299 -0.30 0.28 0.24
H 2.4364 3.9103 -3.5751 -0.17 -0.04 0.03
H -2.0759 0.9255 2.0607 0.03 -0.26 0.27
H 4.7401 0.1510 2.3445 -0.05 -0.42 -0.55
H -4.5480 -3.7964 2.2239 -0.04 0.12 0.00
H -2.5293 3.8730 -3.8222 0.14 -0.06 -0.02
H 0.4543 -4.7154 2.8727 -0.01 0.27 -0.12
H -4.0156 -0.4402 2.8491 0.44 -0.11 -0.13
H -5.3738 -2.3045 2.7159 0.02 -0.11 -0.06
H 1.2714 5.3257 -5.2603 -0.19 -0.27 0.22
H -1.2206 5.3100 -5.3706 0.12 -0.24 0.20
H 2.8957 -5.0866 2.8777 -0.21 0.49 0.01
H 4.4304 -3.2284 2.0680 -0.68 0.04 0.00
H 5.3318 -1.3215 1.4825 -0.02 0.49 -0.10
H -0.1008 0.9024 1.3183 -0.24 -0.24 0.03
H -3.2035 -3.3662 -0.2080 0.47 0.83 0.47
H 2.7565 1.0218 0.2407 -0.10 -0.42 0.19
H 5.0890 0.2348 0.5750 -0.11 -0.48 0.47
H -0.5464 -2.6401 1.9395 -0.13 -0.28 -0.09
```
Forces are in eV/Å.

Computed Löwdin charges, given in elementary charges: 0.751 0.779 -0.040 -0.274 -0.268 -0.273 -0.270 -0.103 -0.079 -0.029 -0.100 -0.286 -0.048 -0.014 -0.357 -0.025 -0.022 -0.029 -0.247 -0.059 -0.167 -0.032 -0.202 -0.039 -0.029 -0.235 -0.023 -0.048 -0.130 -0.033 -0.095 -0.087 0.081 0.130 0.127 0.120 0.100 0.083 0.126 0.096 0.112 0.073 0.116 0.115 0.100 0.103 0.077 0.137 0.126 0.100 0.097 0.091

***

(2)
Entry from the Open Molecules 2025 dataset: H26O13 as an isolated structure in a non-equilibrium geometry (the ωB97M-V functional and the def2-TZVPD basis).

Results
ΔE to the lowest compared entry with this formula, charge and spin (kcal per mole): 536.58
Gap between HOMO and LUMO (eV): 6.513

The geometry in XYZ format:
```
39
Properties=species:S:1:pos:R:3:forces:R:3
O 1.1281 -1.5363 -0.5881 9.98 1.66 -3.27
O 2.4437 0.7494 -0.5386 7.10 3.92 -0.16
O -0.1315 -2.8908 0.1399 0.33 -7.90 1.80
O -1.0431 -1.6231 -2.2426 1.05 -2.01 -1.41
O -2.0171 -2.3029 0.8216 -5.27 -1.92 0.47
O -1.9671 -0.4257 1.6120 0.52 8.06 4.30
O -0.1467 1.2671 1.6120 -7.31 0.78 5.86
O -0.5223 2.5248 -0.3356 -1.08 1.18 -0.52
O -0.0560 0.0966 -0.3015 -4.63 2.57 1.22
O -2.0924 0.1824 -1.3974 -2.49 2.91 0.94
O 1.2784 0.1636 -2.1515 -3.11 -0.23 -6.76
O 1.5901 2.5023 1.3573 2.66 3.99 0.24
O 1.5869 0.1912 1.2059 -0.20 -5.45 8.71
H -0.8433 -1.5670 -3.1771 0.37 -0.26 -0.25
H -1.0284 1.6213 1.4958 -0.52 1.28 -0.35
H 1.9017 -1.3950 -1.1339 -0.15 -0.53 -0.54
H 1.8315 0.5459 0.1686 1.28 0.83 -0.79
H -0.0987 1.7006 -0.5754 0.04 0.53 -1.30
H -0.0671 1.1261 2.5554 -0.02 0.00 1.03
H -1.2333 -0.4853 2.2239 -0.24 -0.79 0.44
H 1.9501 0.1032 2.0871 1.00 0.00 0.06
H -0.6528 -0.6423 -0.1828 -1.32 -0.66 -0.53
H -2.1228 -1.3959 1.1087 -1.96 -4.12 -2.14
H -2.2386 0.4913 1.6516 -1.07 0.53 0.04
H 1.5538 2.6597 0.4139 1.33 -0.01 -0.13
H 0.4317 -2.1951 -0.1995 -0.01 -1.94 -0.10
H -1.5292 -0.8207 -2.0525 -0.54 -1.32 -0.27
H -0.1169 -3.5644 -0.5400 -0.54 -0.04 -0.01
H 3.3048 0.5359 -0.1794 0.29 0.15 -0.11
H -1.5667 0.7296 -1.9809 0.21 0.94 -0.13
H 1.8136 0.5501 -1.4583 0.34 0.26 -2.03
H -1.0871 -2.3802 0.6082 -0.11 -1.28 -0.25
H 0.6394 0.1363 1.3302 1.55 -2.09 0.38
H 0.4203 0.0335 -1.7478 0.73 -0.32 -1.94
H 0.9125 1.8454 1.5173 2.22 2.23 -0.58
H -2.9886 0.4971 -1.5159 -0.52 -0.09 -0.11
H 0.1108 2.9637 0.2325 -0.20 0.84 0.00
H 0.8822 -0.6609 -0.2891 1.45 -0.97 -0.35
H -0.2300 0.6683 0.4463 -1.18 -0.72 -1.46
```
Forces are in eV/Å.

Computed Löwdin charges, given in elementary charges: 0.066 0.062 0.028 -0.025 -0.066 0.098 -0.026 -0.004 -0.105 0.030 -0.070 -0.031 0.036 0.058 0.145 0.134 -0.177 0.009 0.180 0.118 0.166 0.110 -0.256 0.106 0.041 -0.277 -0.113 0.102 0.136 0.098 -0.218 -0.212 0.033 -0.030 -0.158 0.118 0.033 -0.104 -0.038

***

(3)
Entry from the Open Molecules 2025 dataset: a 2-piece molecular cluster, C20H23N4O5 overall in a non-equilibrium geometry (the ωB97M-V functional and the def2-TZVPD basis).

Results
ΔE to the lowest compared entry with this formula, charge and spin (kcal per mole): 0.00
Gap between HOMO and LUMO (eV): 7.746
Total charge: +1

The geometry in XYZ format:
```
52
Properties=species:S:1:pos:R:3:forces:R:3
O -0.3321 4.9114 -1.3570 0.13 -0.35 -0.04
O 0.2453 -7.7708 0.5205 0.03 0.07 -0.14
O 0.7218 -6.5453 -1.7485 -0.49 0.80 0.50
O -2.0780 -3.4300 2.5823 0.45 -0.93 -0.40
O 3.7111 4.9291 1.8558 0.05 -0.12 -0.08
N 2.5591 3.8416 0.3318 -0.78 -1.39 -1.97
N -0.4661 0.6829 -1.2406 -1.35 0.58 -0.50
N -2.4123 1.4808 -1.8775 1.15 -0.46 0.37
N 1.7625 5.4820 -1.9470 0.65 -0.04 -0.02
C 0.8727 4.6832 -1.3455 -0.91 0.62 0.61
C 0.3850 2.6503 0.2201 -0.36 -0.23 -0.40
C -0.6329 -3.1867 -1.3809 0.23 -1.03 0.44
C -1.1330 -3.2189 -0.0768 -0.09 -0.20 0.44
C -1.8319 2.4218 -1.0488 0.47 -0.11 0.21
C -1.5561 -4.4284 2.0911 -0.63 1.36 0.60
C -1.4464 -5.6760 2.8784 1.03 -2.72 -0.28
C 1.4282 6.7015 -2.6855 -0.23 -0.13 0.01
C -0.6203 1.9268 -0.6518 -0.19 1.11 0.26
C -0.2901 -6.7592 0.9631 0.27 -0.40 -0.35
C -0.8347 -6.7858 2.3167 -1.24 2.33 1.07
C -0.3931 -5.5305 0.1487 -0.43 0.84 0.34
C 1.5262 5.7769 1.5290 0.15 -0.30 -0.09
C 1.4351 3.4814 -0.5560 0.76 -0.08 0.46
C -0.0135 -4.3130 -1.9168 -0.13 0.59 -0.20
C -1.5679 0.4343 -1.9849 -0.06 0.16 -0.06
C -1.0208 -4.3851 0.7051 0.54 -0.06 -1.41
C 2.6653 4.8152 1.2436 0.46 1.71 1.75
C -1.9914 -5.7501 4.2863 0.06 0.23 -0.33
C 0.1088 -5.4757 -1.1656 0.46 -1.27 -0.04
H 0.6091 5.2360 1.7405 -0.27 0.06 -0.13
H 0.3784 -4.3145 -2.9294 -0.04 -0.03 0.13
H -1.5030 -5.0007 4.9174 -0.19 -0.02 -0.09
H -3.0685 -5.5541 4.2840 0.17 0.11 0.05
H -2.2328 3.3988 -0.7892 -0.08 -0.45 -0.32
H 0.5318 7.1664 -2.2676 0.13 -0.21 0.00
H -1.6237 -2.3426 0.3402 0.04 -0.23 0.09
H -0.1614 3.3015 0.9034 -0.05 -0.08 -0.09
H 1.8528 2.8248 -1.3187 0.24 -0.09 -0.06
H -1.8216 -6.7369 4.7289 0.02 0.19 -0.23
H 3.3963 3.2789 0.2771 -0.04 0.00 -0.02
H 1.2437 6.4662 -3.7354 -0.03 0.09 0.05
H -3.3116 1.5837 -2.3422 0.35 -0.23 0.11
H 2.2513 7.4163 -2.6212 -0.05 -0.23 0.06
H 0.7169 -7.2874 -1.0974 -0.04 0.23 -0.07
H -0.7243 -2.3022 -1.9938 -0.03 0.06 -0.03
H 2.7391 5.2497 -1.8519 -0.04 0.03 0.03
H 0.9000 1.9071 0.8326 0.17 0.15 -0.02
H 1.7877 6.3709 2.4051 0.10 -0.19 -0.15
H 1.3850 6.4516 0.6881 -0.20 0.00 -0.11
H 0.3407 0.0786 -1.1283 -0.29 -0.08 -0.11
H -1.7442 -0.4416 -2.6026 0.07 0.26 0.29
H -0.7420 -7.7140 2.8711 0.04 0.08 -0.13
```
Forces are in eV/Å.

Computed Löwdin charges, given in elementary charges: 0.050 0.098 0.081 0.106 0.065 0.095 0.175 0.133 0.031 -0.466 -0.051 -0.072 -0.020 0.017 -0.287 -0.143 -0.036 -0.190 -0.301 0.087 -0.013 0.030 -0.193 0.009 -0.040 -0.069 -0.540 -0.027 -0.227 0.075 0.127 0.094 0.095 0.149 0.091 0.107 0.123 0.152 0.086 0.155 0.089 0.189 0.092 0.089 0.064 0.144 0.133 0.096 0.082 0.184 0.149 0.132

***

no.,highest occupied orbital energy (eV)
1,-7.52
2,-7.94
3,-11.36